DFT (wB97M-V/def2-TZVPD) results for a cluster of 4 separate species, C2H12O3S2 in total in a non-equilibrium geometry.

ORCA input file:
```
! RIJCOSX wB97M-V def2-TZVPD def2/J DEFGRID3
* xyz 0 1
C 0.7361 -1.5475 1.0744
S -0.0727 -2.0670 -0.4703
S 0.8119 -0.8900 -1.9694
C 1.3938 0.7898 -1.3689
H 1.4972 -0.7883 0.9096
H 1.1998 -2.3978 1.5642
H -0.0370 -1.0356 1.6424
H 2.4197 0.9445 -1.6677
H 1.3934 0.7271 -0.2742
H 0.5797 1.4452 -1.6426
H -0.0976 2.1894 2.2965
H 1.3660 2.4187 2.6548
O 0.7849 1.8022 2.2551
H -1.1777 3.4268 0.9649
H -1.8569 2.1084 1.2823
O -1.7338 3.0103 1.6302
H -2.7620 0.0318 -0.1812
H -1.2394 0.3292 -0.1876
O -2.0852 0.6027 0.1857
*
```

Properties
total energy	-1105.46848	Ha
ΔE to the lowest compared entry with this formula, charge and spin	20.8	kcal per mole
LUMO energy	0.46	eV
frontier orbital gap	8.59	eV
E_HOMO	-8.13	eV